Density functional theory data (ωB97M-V with the def2-TZVPD basis set) for a molecular structure, C10H5F6N8O11S2Tl.

Geometry as XYZ:
```
43
Properties=species:S:1:pos:R:3
Tl 1.96 -0.42 0.20
O 1.77 0.00 4.57
C 2.31 0.15 3.48
O 1.70 0.35 2.37
C 3.83 0.19 3.45
C 4.46 0.70 4.56
C 5.85 0.82 4.62
C 6.64 0.43 3.56
C 6.03 -0.07 2.43
C 4.60 -0.28 2.31
O 4.11 -0.89 1.33
N 6.90 -0.41 1.32
O 8.01 -0.88 1.59
O 6.53 -0.18 0.19
N 6.48 1.37 5.79
O 7.70 1.46 5.82
O 5.77 1.72 6.73
H 3.85 0.99 5.40
H 7.71 0.52 3.60
F -3.87 -1.89 -7.16
C -3.71 -0.73 -6.52
F -4.92 -0.29 -6.16
F -3.19 0.15 -7.39
S -2.58 -0.89 -5.08
O -1.36 -1.40 -5.63
O -2.55 0.44 -4.51
N -3.44 -1.94 -4.29
S -3.13 -2.40 -2.82
O -1.87 -1.95 -2.30
O -3.53 -3.76 -2.63
C -4.39 -1.46 -1.85
F -4.20 -0.15 -1.95
F -5.63 -1.74 -2.29
F -4.32 -1.80 -0.56
N -2.56 3.57 1.09
N -1.96 2.76 0.13
N -2.54 2.45 -1.00
C -1.62 1.67 -1.56
N -0.52 1.56 -0.78
N -0.76 2.26 0.29
H -3.11 2.96 1.69
H -1.80 3.94 1.65
H -1.74 1.19 -2.51
```

For the orbital gap, the calculation gives 7.71 eV. The total energy is -3217.7697 hartree. Its charge is -2. The energy above the lowest of the compared OMol25 structures with the same formula, charge and spin is 0.0 kcal per mole. The largest force on an atom comes out at 0.1 eV Å⁻¹.

Mulliken population analysis, charges in e, atoms 1 to 6: atom 1 (Tl): 0.69, atom 2 (O): -0.69, atom 3 (C): 0.30, atom 4 (O): -0.71, atom 5 (C): 0.32, atom 6 (C): -0.45



Density functional theory data (ωB97M-V with the def2-TZVPD basis set) for a gas-phase ion, C3H5N3 (charge +2).

Geometry as XYZ:
```
11
Properties=species:S:1:pos:R:3
C 0.73 0.82 -0.13
C -0.77 0.77 -0.03
C 2.17 -1.17 0.00
N -2.52 -0.85 -0.16
N 1.40 -0.37 -0.13
N -1.61 -0.15 0.12
H 1.02 1.39 0.82
H -1.21 1.80 -0.17
H 2.92 -1.96 0.32
H -2.91 -1.53 0.54
H 0.78 1.25 -1.19
```

For the orbital gap, the calculation gives 9.82 eV. Its SMILES is C#[N+]CC=[N+]=N. The total energy is -280.7040 hartree. Its charge is +2. The energy above the lowest of the compared OMol25 structures with the same formula, charge and spin is 52.1 kcal per mole. The largest force on an atom comes out at 5.1 eV Å⁻¹.

Mulliken population analysis, charges in e, atoms 1 to 6: atom 1 (C): -0.20, atom 2 (C): -0.13, atom 3 (C): 0.08, atom 4 (N): -0.39, atom 5 (N): 0.19, atom 6 (N): 0.52



Density functional theory data (ωB97M-V with the def2-TZVPD basis set) for C19H17BFN3O3 in the gas phase.

Geometry as XYZ:
```
44
Properties=species:S:1:pos:R:3
O -0.93 -0.32 -2.41
F -3.79 2.03 -7.56
N 1.46 -0.42 0.82
O 2.57 -3.04 1.72
O 2.14 -4.69 3.37
B 1.89 -3.46 2.85
C -0.43 0.77 -2.20
C 0.77 -0.31 -0.32
C 1.73 0.71 1.45
C 1.31 1.94 0.95
C -1.44 -2.36 4.06
C -1.26 -1.01 4.37
C -2.97 0.86 -5.62
C -2.07 3.00 -6.18
C -0.37 -3.11 3.61
C 0.75 2.05 -0.30
C -2.17 0.81 -4.52
C -1.35 3.00 -5.02
C -0.03 -0.42 4.26
C -2.93 1.95 -6.51
C 0.86 -2.49 3.47
C 0.38 0.86 -0.95
C -1.45 1.92 -4.13
C 1.05 -1.15 3.80
N -0.64 1.86 -3.02
N 2.29 0.67 2.71
C 2.36 -0.48 3.59
H 2.25 -2.18 1.37
H 2.64 -5.22 2.73
H 0.62 -1.27 -0.84
H 1.53 2.82 1.53
H -2.39 -2.79 4.19
H -2.05 -0.42 4.80
H -3.62 0.02 -5.87
H -1.95 3.85 -6.86
H -0.44 -4.15 3.39
H 0.44 3.01 -0.66
H -2.14 -0.05 -3.89
H -0.68 3.80 -4.79
H 0.07 0.63 4.47
H 0.01 2.62 -2.91
H 2.14 1.53 3.26
H 3.09 -1.19 3.22
H 2.74 -0.16 4.56
```

For the orbital gap, the calculation gives 8.84 eV. Its SMILES is O=C(Nc1ccc(F)cc1)c1ccc(NCc2ccccc2B(O)O)nc1. The total energy is -1249.0738 hartree. The energy above the lowest of the compared OMol25 structures with the same formula, charge and spin is 0.0 kcal per mole. The largest force on an atom comes out at 2.3 eV Å⁻¹.

Mulliken population analysis, charges in e, atoms 1 to 6: atom 1 (O): -0.66, atom 2 (F): -0.30, atom 3 (N): -0.29, atom 4 (O): -0.66, atom 5 (O): -0.51, atom 6 (B): 0.56



Density functional theory data (ωB97M-V with the def2-TZVPD basis set) for 2 unconnected molecules or ions with the total composition CH5BrP2.

Geometry as XYZ:
```
9
Properties=species:S:1:pos:R:3
C 1.84 0.53 -0.23
P -0.81 -1.67 -0.69
P -2.24 -0.95 0.32
Br -3.48 0.86 -0.29
H 2.78 0.94 -0.74
H 0.94 1.05 -0.41
H 1.77 -0.50 -0.45
H 2.11 0.59 0.91
H -2.90 -0.86 1.58
```

For the orbital gap, the calculation gives 7.75 eV. Its SMILES is P#[PH]Br.C. The total energy is -3297.7456 hartree. The energy above the lowest of the compared OMol25 structures with the same formula, charge and spin is 36.5 kcal per mole. The largest force on an atom comes out at 3.9 eV Å⁻¹.

Mulliken population analysis, charges in e, atoms 1 to 6: atom 1 (C): -0.84, atom 2 (P): 0.00, atom 3 (P): 0.09, atom 4 (Br): -0.19, atom 5 (H): 0.24, atom 6 (H): 0.23